1.
A structure of composition C3HNO, computed with the ωB97M-V functional and the def2-TZVPD basis.

Geometry as XYZ:
```
6
Properties=species:S:1:pos:R:3:lowdin_charge:R:1
C 1.015 1.525 -0.206 -0.01
C -0.085 0.772 -0.529 -0.30
C -0.304 -1.162 -0.045 0.11
N 0.903 0.465 0.516 0.12
O -0.855 -0.190 -0.832 -0.01
H -0.674 -1.410 1.096 0.10
```

Calculated values
Net charge = 0
Frontier orbital gap (alpha / beta) = 0.324 / 0.324 hartree
Largest force on an atom = 4.91 eV Å⁻¹
ΔE to the lowest compared entry with this formula, charge and spin = 188.2 kcal per mole
Multiplicity = 1


2.
A structure of composition C22H66CoF4N2O19S4, computed with the ωB97M-V functional and the def2-TZVPD basis.

Geometry as XYZ:
```
118
Properties=species:S:1:pos:R:3:mulliken_spin:R:1
Co 2.169 -2.031 1.012 2.81
N 2.647 -1.868 2.931 0.02
S 2.379 -1.078 4.189 0.00
O 3.382 -0.054 4.471 0.01
O 1.610 -1.670 5.301 0.00
F 1.199 -0.238 3.492 0.00
S 3.537 -2.957 3.884 0.01
O 2.886 -4.189 4.275 0.00
O 4.663 -2.551 4.697 0.01
F 4.307 -3.625 2.620 0.00
N 0.774 -1.124 -0.058 -0.03
S -0.090 -1.808 -1.387 0.02
O 0.515 -2.998 -1.912 0.01
O -0.807 -1.038 -2.387 0.01
F -1.246 -2.460 -0.474 0.00
S 0.095 0.247 -0.138 0.03
O -1.286 0.278 0.300 0.00
O 0.571 1.143 -1.227 0.00
F 0.869 0.840 1.173 0.01
C -3.574 1.466 -2.001 0.00
C -2.850 1.837 -3.307 0.00
O -3.144 3.175 -3.596 0.00
H -4.636 1.683 -2.116 0.00
H -3.069 2.014 -1.205 0.00
H -3.468 0.395 -1.831 0.00
H -3.153 1.284 -4.197 0.00
H -1.778 1.653 -3.237 0.00
H -3.919 3.104 -4.157 0.00
C 5.346 0.548 1.909 0.00
C 4.025 0.679 1.093 0.00
O 3.705 -0.588 0.514 0.03
H 6.241 0.541 1.287 0.00
H 5.402 -0.365 2.503 0.00
H 5.460 1.442 2.522 0.00
H 4.142 1.386 0.272 0.00
H 3.194 1.063 1.683 0.00
H 4.425 -0.780 -0.091 0.00
C -1.878 2.205 2.900 0.00
C -2.434 3.046 3.986 0.00
O -2.725 4.286 3.401 0.00
H -2.645 1.942 2.171 0.00
H -1.352 1.313 3.239 0.00
H -1.125 2.732 2.314 0.00
H -1.731 3.206 4.804 0.00
H -3.383 2.622 4.315 0.00
H -2.603 4.970 4.064 0.00
C 2.894 3.425 -2.669 0.00
C 2.903 3.745 -1.169 0.00
O 4.196 3.673 -0.558 0.00
H 3.154 2.381 -2.842 0.00
H 3.511 4.155 -3.192 0.00
H 1.938 3.554 -3.176 0.00
H 2.209 3.193 -0.535 0.00
H 2.581 4.783 -1.082 0.00
H 4.141 4.289 0.177 0.00
C -3.770 -0.996 2.666 0.00
C -4.191 -1.392 1.264 0.00
O -5.553 -1.659 1.422 0.00
H -4.292 -0.105 3.016 0.00
H -2.740 -0.642 2.622 0.00
H -3.686 -1.836 3.355 0.00
H -3.697 -2.279 0.868 0.00
H -3.942 -0.571 0.592 0.00
H -5.958 -1.537 0.560 0.00
C -4.283 -4.213 -1.172 0.00
C -3.147 -5.018 -0.448 0.00
O -2.145 -5.135 -1.352 0.00
H -4.059 -3.171 -1.402 0.00
H -5.214 -4.256 -0.608 0.00
H -4.525 -4.706 -2.114 0.00
H -3.549 -6.022 -0.310 0.00
H -2.862 -4.570 0.503 0.00
H -1.309 -5.323 -0.920 0.00
C 1.666 4.358 2.779 0.00
C 2.372 5.495 2.004 0.00
O 3.714 5.183 1.844 0.00
H 0.617 4.586 2.970 0.00
H 2.118 4.076 3.730 0.00
H 1.652 3.497 2.111 0.00
H 2.309 6.455 2.516 0.00
H 1.949 5.679 1.017 0.00
H 4.077 5.168 2.733 0.00
C -0.667 -4.441 3.524 0.00
C -0.524 -3.363 2.482 0.00
O 0.612 -3.633 1.705 0.03
H -0.792 -5.418 3.058 0.00
H -1.505 -4.327 4.211 0.00
H 0.200 -4.559 4.174 0.00
H -0.448 -2.385 2.959 0.00
H -1.358 -3.338 1.781 0.00
H 0.457 -4.438 1.205 0.00
C -0.878 4.605 -0.333 0.00
C -1.876 5.339 -1.290 0.00
O -1.428 5.097 -2.610 0.00
H 0.116 5.053 -0.319 0.00
H -0.834 3.571 -0.674 0.00
H -1.145 4.481 0.716 0.00
H -1.833 6.419 -1.149 0.00
H -2.884 4.960 -1.122 0.00
H -1.881 4.337 -2.984 0.00
C 2.220 -0.638 -4.250 0.00
C 3.144 -1.382 -3.264 0.00
O 2.917 -2.766 -3.434 0.00
H 2.569 -0.798 -5.270 0.00
H 2.266 0.444 -4.125 0.00
H 1.167 -0.916 -4.302 0.00
H 2.889 -1.202 -2.219 0.00
H 4.179 -1.179 -3.538 0.00
H 2.936 -2.884 -4.387 0.00
C -0.509 -3.748 -5.372 0.00
C -1.024 -5.125 -4.867 0.00
O -0.572 -5.389 -3.547 0.00
H -1.163 -3.294 -6.117 0.00
H 0.449 -3.820 -5.887 0.00
H -0.463 -2.984 -4.597 0.00
H -0.691 -5.890 -5.569 0.00
H -2.113 -5.167 -4.875 0.00
H -1.258 -5.167 -2.913 0.00
```

Calculated values
Net charge = 0
Frontier orbital gap (alpha / beta) = 0.288 / 0.244 hartree
Largest force on an atom = 11.81 eV Å⁻¹
ΔE to the lowest compared entry with this formula, charge and spin = 16.4 kcal per mole
Multiplicity = 4


3.
A cluster of 2 separate species, C28H29NO5S in total, computed with the ωB97M-V functional and the def2-TZVPD basis.

Geometry as XYZ:
```
64
Properties=species:S:1:pos:R:3:lowdin_charge:R:1
C -3.414 4.942 2.528 -0.02
C -1.941 4.644 2.706 -0.35
C -0.983 5.716 2.269 -0.03
N -1.483 3.568 3.231 0.13
C -1.952 2.333 2.723 -0.20
C -3.171 1.772 3.126 -0.02
C -3.648 0.563 2.649 -0.05
C -2.907 -0.129 1.700 0.00
C -1.697 0.405 1.300 -0.08
C -1.193 1.611 1.801 -0.02
C 0.150 2.034 1.297 -0.27
O 0.441 3.167 1.023 0.14
C 1.109 0.899 1.117 -0.08
C 2.456 1.017 1.418 0.00
C 3.251 -0.106 1.259 -0.05
C 2.738 -1.316 0.809 -0.01
C 1.389 -1.448 0.472 -0.14
C 0.926 -2.804 -0.038 -0.07
C -0.334 -3.327 0.614 -0.18
C -0.376 -3.488 1.996 -0.04
C -1.491 -3.982 2.650 -0.09
C -2.626 -4.306 1.921 -0.09
C -2.612 -4.162 0.541 -0.05
C -1.473 -3.694 -0.117 -0.22
C -1.547 -3.621 -1.630 -0.04
C 0.602 -0.308 0.633 -0.06
C -0.852 -0.304 0.300 -0.27
O -1.306 -0.788 -0.706 0.14
H -3.822 4.382 1.680 0.09
H -3.569 5.991 2.295 0.07
H -3.996 4.698 3.411 0.08
H -1.516 6.644 2.069 0.07
H -0.540 5.370 1.338 0.08
H -0.221 5.875 3.028 0.09
H -3.752 2.301 3.868 0.11
H -4.583 0.161 3.013 0.11
H -3.208 -1.080 1.282 0.12
H 2.872 1.950 1.766 0.12
H 4.304 -0.071 1.506 0.11
H 3.412 -2.157 0.725 0.12
H 1.727 -3.498 0.217 0.13
H 0.845 -2.799 -1.120 0.10
H 0.490 -3.245 2.603 0.12
H -1.514 -4.130 3.720 0.10
H -3.522 -4.682 2.398 0.10
H -3.482 -4.410 -0.051 0.11
H -1.256 -4.571 -2.076 0.09
H -0.956 -2.803 -2.023 0.05
H -2.576 -3.384 -1.895 0.08
C 4.375 0.336 -6.197 -0.07
C 4.407 0.738 -4.736 -0.25
O 3.102 0.697 -4.126 -0.26
S 2.516 -0.728 -3.721 0.57
C 1.197 -0.153 -2.714 -0.11
O 3.482 -1.405 -2.907 -0.28
O 1.981 -1.360 -4.887 -0.27
H 4.129 -0.719 -6.311 0.07
H 5.348 0.511 -6.655 0.08
H 3.619 0.908 -6.736 0.08
H 5.102 0.119 -4.167 0.11
H 4.740 1.770 -4.642 0.12
H 1.616 0.365 -1.855 0.07
H 0.628 -1.020 -2.391 0.05
H 0.565 0.508 -3.301 0.09
```

Calculated values
Net charge = 0
SMILES = CC(C)=Nc1cccc2c1C(=O)c1cccc(Cc3ccccc3C)c1C2=O.CCOS(C)(=O)=O
Frontier orbital gap = 0.305 hartree
Largest force on an atom = 2.39 eV Å⁻¹
ΔE to the lowest compared entry with this formula, charge and spin = 0.0 kcal per mole
Multiplicity = 1


4.
A cluster of 2 separate species, CH6NO in total, computed with the ωB97M-V functional and the def2-TZVPD basis.

Geometry as XYZ:
```
9
Properties=species:S:1:pos:R:3:lowdin_charge:R:1
C 0.282 -0.297 -0.848 0.17
N 1.508 -0.121 -0.570 0.22
H -0.009 -1.227 -1.311 0.13
H -0.468 0.453 -0.669 0.09
H 1.851 0.715 -0.112 0.17
H 2.178 -0.862 -0.722 0.16
H -1.319 0.189 1.991 0.06
H -2.463 0.440 1.022 0.06
O -1.560 0.710 1.217 -0.05
```

Calculated values
Net charge = +1
Frontier orbital gap = 0.383 hartree
Largest force on an atom = 0.49 eV Å⁻¹
ΔE to the lowest compared entry with this formula, charge and spin = 10.2 kcal per mole
Multiplicity = 1


5.
A structure of composition C15H26N2O2ReSbSe4, computed with the ωB97M-V functional and the def2-TZVPD basis.

Geometry as XYZ:
```
51
Properties=species:S:1:pos:R:3:lowdin_charge:R:1
Re 1.215 -1.154 0.605 0.86
Se 5.346 -0.523 1.709 0.05
Sb 3.933 -2.686 1.656 0.62
Se 4.936 -0.147 -0.583 0.14
Se 1.889 -1.821 2.900 0.13
Se 3.184 -1.720 -0.771 0.17
O 0.793 -3.338 0.459 -0.23
H 0.231 -3.719 1.152 0.07
H 0.446 -3.643 -0.394 0.11
C 0.375 -1.582 -3.339 -0.05
C -0.220 -0.191 -3.097 -0.36
C 0.828 0.845 -2.676 -0.05
C -1.451 -0.266 -2.213 -0.12
C -2.688 -0.089 -2.814 0.00
C -3.864 -0.181 -2.089 -0.01
C -3.830 -0.446 -0.728 0.00
C -2.632 -0.630 -0.057 -0.12
C -2.698 -0.925 1.431 -0.36
C -1.949 0.079 2.307 -0.05
C -2.308 -2.362 1.782 -0.04
C -1.443 -0.543 -0.821 -0.19
N -0.230 -0.762 -0.204 -0.10
H 1.265 -1.515 -3.966 0.09
H -0.341 -2.233 -3.840 0.09
H 0.659 -2.063 -2.399 0.02
H -0.600 0.150 -4.062 0.13
H 1.398 0.544 -1.798 0.01
H 0.362 1.809 -2.465 0.09
H 1.535 0.992 -3.493 0.09
H -2.728 0.125 -3.874 0.13
H -4.815 -0.043 -2.586 0.13
H -4.757 -0.503 -0.173 0.13
H -3.755 -0.820 1.682 0.14
H -0.866 -0.044 2.216 0.01
H -2.199 -0.085 3.355 0.10
H -2.210 1.106 2.051 0.10
H -1.219 -2.481 1.765 0.02
H -2.762 -3.082 1.102 0.10
H -2.631 -2.603 2.795 0.10
C 2.946 3.322 0.687 0.02
N 1.908 2.874 1.613 -0.13
C 1.391 3.871 2.549 0.01
C 1.489 1.644 1.643 -0.24
O 1.957 0.743 0.876 -0.32
H 2.577 4.189 0.141 0.11
H 3.194 2.521 -0.001 0.06
H 3.831 3.610 1.255 0.11
H 2.190 4.193 3.215 0.11
H 0.580 3.445 3.135 0.10
H 1.022 4.728 1.989 0.11
H 0.715 1.409 2.373 0.13
```

Calculated values
Net charge = +2
Frontier orbital gap = 0.233 hartree
Largest force on an atom = 0.59 eV Å⁻¹
ΔE to the lowest compared entry with this formula, charge and spin = 0.0 kcal per mole
Multiplicity = 1


6.
The molecule C5H12O, computed with the ωB97M-V functional and the def2-TZVPD basis.

Geometry as XYZ:
```
18
Properties=species:S:1:pos:R:3:lowdin_charge:R:1
C -0.518 2.536 0.257 -0.08
C -0.760 1.130 0.783 -0.28
O 0.364 0.318 0.509 -0.14
C 0.146 -0.792 -0.346 -0.48
C 1.424 -0.996 -1.144 -0.05
C -0.244 -2.029 0.459 -0.05
H -0.421 2.531 -0.833 0.08
H 0.410 2.938 0.677 0.08
H -1.345 3.201 0.529 0.07
H -0.928 1.156 1.869 0.12
H -1.666 0.707 0.324 0.12
H -0.671 -0.550 -1.047 0.14
H 1.318 -1.843 -1.831 0.08
H 2.269 -1.186 -0.474 0.09
H 1.646 -0.094 -1.723 0.08
H -1.170 -1.859 1.017 0.08
H 0.546 -2.280 1.176 0.09
H -0.401 -2.888 -0.203 0.08
```

Calculated values
Net charge = 0
SMILES = CCOC(C)C
Frontier orbital gap = 0.394 hartree
Largest force on an atom = 0.27 eV Å⁻¹
ΔE to the lowest compared entry with this formula, charge and spin = 11.3 kcal per mole
Multiplicity = 1